# C13H18CeF5I2OP2

A structure of composition C13H18CeF5I2OP2 at a distorted geometry (wB97M-V/def2-TZVPD, OMol25).

```
! wB97M-V def2-TZVPD RIJCOSX def2/J DEFGRID3
* xyz 2 2
I 2.580 -0.163 -1.388
I -2.402 0.360 1.701
Ce -0.104 -0.392 -0.077
P -1.249 0.430 -2.372
C -1.110 2.107 -2.729
C -0.365 -0.536 -3.525
H -1.071 -0.467 -4.354
H -3.200 -0.153 -3.183
H -0.224 -1.571 -3.204
H -2.907 -1.192 -1.729
H -0.095 2.498 -2.702
H 0.600 -0.082 -3.756
C -2.856 -0.193 -2.156
H -1.688 2.225 -3.638
H -3.464 0.462 -1.551
H -1.676 2.771 -2.005
P 1.139 -0.895 2.235
C 1.807 0.501 3.046
C -0.124 -1.707 3.154
H 1.980 -2.799 1.016
H 2.590 -2.530 2.693
H 3.228 -1.556 1.299
C 2.361 -2.061 1.735
H -0.684 -2.435 2.551
H 0.478 -2.207 3.912
H 2.248 0.039 3.934
H 1.028 1.226 3.317
H -0.825 -0.983 3.583
H 2.570 1.000 2.433
C 0.625 1.882 0.404
O 0.919 2.925 0.803
F 0.007 4.186 -1.166
C -1.119 3.629 -0.460
C -1.816 2.315 -0.293
C -3.208 2.272 -0.289
F -4.275 1.297 -0.154
C -3.872 3.490 -0.187
F -5.199 3.539 -0.053
C -3.217 4.721 -0.096
F -3.967 5.844 0.055
C -1.845 4.796 -0.149
F -1.329 6.080 -0.267
*
```

Lowest unoccupied orbital energy (alpha / beta) in eV: -9.17 / -9.59
Energy relative to the best compared isomer or geometry (same formula, charge and spin) in kJ/mol: 531.8
Electronic energy in Eh: -2833.07101
HOMO energy (alpha / beta) in eV: -14.94 / -14.77
HOMO-LUMO gap (alpha / beta) in eV: 5.761 / 5.183